{"formula": "C30H74N2O14", "method": "ωB97M-V with the def2-TZVPD basis set", "e_above_lowest_kj_mol": 421.2, "gap_ha": 0.2930, "e_homo_ev": -7.83, "energy_ev": -63945.2965, "smiles": "CC1(C)CCCC(C)(C)N1O.CC1(C)CCCC(C)(C)N1O.OCCO.OCCO.OCCO.OCCO.OCCO.OCCO", "lumo_energy_ev": 0.14, "fmax_ev_per_a": 5.87, "charge": 0, "spin_multiplicity": 1, "species": ["C", "C", "C", "C", "C", "C", "C", "C", "C", "N", "O", "H", "H", "H", "H", "H", "H", "H", "H", "H", "H", "H", "H", "H", "H", "H", "H", "H", "H", "H", "C", "C", "C", "C", "C", "C", "C", "C", "C", "N", "O", "H", "H", "H", "H", "H", "H", "H", "H", "H", "H", "H", "H", "H", "H", "H", "H", "H", "H", "H", "O", "C", "C", "O", "H", "H", "H", "H", "H", "H", "O", "C", "C", "O", "H", "H", "H", "H", "H", "H", "O", "C", "C", "O", "H", "H", "H", "H", "H", "H", "O", "C", "C", "O", "H", "H", "H", "H", "H", "H", "O", "C", "C", "O", "H", "H", "H", "H", "H", "H", "O", "C", "C", "O", "H", "H", "H", "H", "H", "H"], "xyz": [[-5.97816, 6.75671, 4.79830], [-4.76306, 6.31362, 3.93914], [-5.26955, 5.50008, 2.67184], [-3.93217, 7.61954, 3.51292], [-2.49766, 7.28011, 2.87184], [-1.70315, 6.51325, 3.89380], [-2.48793, 5.18953, 4.48493], [-2.38011, 4.01123, 3.41093], [-1.65922, 4.84403, 5.77928], [-3.89171, 5.50646, 4.81638], [-4.53131, 4.51472, 5.53510], [-6.68907, 7.29829, 4.17428], [-6.59677, 5.86065, 4.84842], [-5.88952, 7.05454, 5.84306], [-6.24222, 5.85703, 2.33327], [-4.56880, 5.48506, 1.83709], [-5.37887, 4.43990, 2.90026], [-4.56779, 8.19587, 2.84066], [-3.58528, 8.22760, 4.34840], [-2.57281, 6.63586, 1.99583], [-1.85417, 8.09511, 2.54049], [-1.30856, 7.14340, 4.69087], [-0.79958, 6.08128, 3.46361], [-1.44856, 3.44902, 3.47617], [-2.62461, 4.48716, 2.46130], [-3.21488, 3.31420, 3.48451], [-0.60884, 4.68788, 5.53343], [-2.05529, 3.93038, 6.22251], [-1.66177, 5.63275, 6.53163], [-4.59274, 4.86795, 6.42564], [5.42399, -5.42505, -6.15740], [6.18653, -5.89095, -4.89408], [6.97266, -7.26372, -5.21846], [7.26402, -4.71792, -4.67693], [7.80385, -4.69007, -3.24868], [6.48832, -4.49853, -2.42500], [5.69611, -5.76427, -2.47245], [6.46828, -6.90496, -1.66812], [4.43494, -5.35257, -1.75001], [5.23220, -6.12190, -3.79397], [4.37549, -7.13436, -3.96002], [6.13696, -5.24371, -6.96170], [4.62605, -6.11587, -6.42974], [4.86402, -4.51899, -5.92591], [7.53318, -7.20745, -6.15160], [7.75446, -7.38861, -4.46926], [6.24706, -8.07439, -5.15186], [8.11190, -5.02287, -5.29028], [6.91201, -3.70797, -4.88716], [8.41130, -5.54721, -2.95814], [8.43828, -3.80617, -3.31442], [5.97445, -3.59610, -2.75617], [6.83651, -4.29473, -1.41242], [5.84569, -7.77567, -1.46232], [7.02694, -6.50725, -0.82088], [7.24572, -7.36259, -2.27989], [3.87032, -6.27594, -1.62079], [3.73736, -4.69235, -2.26537], [4.71380, -4.90056, -0.79815], [3.67503, -6.69873, -4.45113], [-0.42363, 5.33275, -4.73756], [-0.55376, 4.30306, -3.71221], [0.79805, 3.75506, -3.29690], [1.29319, 4.60693, -2.20582], [-0.48673, 6.22744, -4.39528], [-1.14584, 4.43432, -2.80650], [-1.04447, 3.46639, -4.20949], [1.55531, 3.57663, -4.06033], [0.61641, 2.77707, -2.85122], [1.47259, 5.52158, -2.43567], [-5.26536, -0.67539, -3.85128], [-6.56376, -0.21369, -3.67047], [-6.74800, 1.01244, -4.56523], [-6.48442, 0.73200, -5.93483], [-5.09880, -0.70081, -4.79638], [-7.30536, -0.96614, -3.93871], [-6.90633, 0.08008, -2.67828], [-6.07105, 1.80768, -4.25305], [-7.75226, 1.43097, -4.49893], [-6.72922, 1.57280, -6.32819], [2.84350, -1.03484, 6.36512], [2.73208, -0.82398, 4.92829], [4.08529, -1.12540, 4.18643], [4.93036, -0.00030, 4.10511], [3.59288, -0.52257, 6.67755], [1.96155, -1.47595, 4.51681], [2.47577, 0.23058, 4.82668], [3.82935, -1.38353, 3.15882], [4.47056, -1.99022, 4.72657], [4.73165, 0.56891, 3.35805], [-1.79049, -1.02725, -1.06223], [-2.39303, -0.88575, 0.16412], [-2.59940, -2.14070, 0.93488], [-1.32848, -2.65052, 1.28564], [-2.55478, -1.24571, -1.60049], [-1.64958, -0.27998, 0.68222], [-3.37499, -0.41262, 0.16123], [-3.23440, -2.77382, 0.31518], [-3.13487, -1.92552, 1.85958], [-0.75059, -2.45839, 0.54353], [-0.06642, -3.26869, -7.76813], [-0.17372, -2.90258, -6.35501], [-0.19243, -1.32145, -6.22010], [-1.40125, -0.81075, -6.70577], [-0.97257, -3.34397, -8.07603], [-0.99620, -3.35050, -5.79731], [0.74223, -3.17403, -5.83017], [0.69016, -0.89138, -6.69357], [0.05367, -0.97139, -5.21760], [-1.11650, -0.05547, -7.22545], [-1.72229, -1.98743, 7.87208], [-2.47112, -0.81375, 7.56667], [-3.24976, -0.26032, 8.72573], [-2.36081, 0.11624, 9.79561], [-0.82338, -1.77217, 7.61279], [-1.80658, -0.07923, 7.11172], [-3.17959, -1.05116, 6.77307], [-4.02924, -0.96636, 9.01211], [-3.77645, 0.59472, 8.30194], [-2.09937, -0.70580, 10.21692]], "forces_ev_per_angstrom": [[-1.042, -1.827, -1.353], [1.039, 0.572, 0.169], [0.239, 0.273, 0.690], [1.556, -1.263, -0.840], [-1.109, -0.773, 0.148], [-0.741, -2.145, 0.663], [1.288, 0.562, -0.158], [-1.024, 1.197, 0.801], [-0.870, -0.293, -0.675], [1.667, 2.088, -0.077], [-0.381, -0.956, -0.247], [0.423, 1.097, 0.256], [0.079, -0.528, 0.435], [0.587, 0.604, -0.422], [0.065, 0.139, -0.114], [0.064, 0.507, 0.008], [-0.189, 0.042, 0.477], [0.103, 0.107, 0.014], [-0.923, -0.014, 0.471], [-0.362, 0.004, -0.202], [-0.627, 0.621, 0.094], [-0.536, 0.064, 0.349], [0.056, -0.026, -0.303], [0.056, 0.315, -0.369], [0.853, -0.168, -0.387], [0.049, -0.176, 0.670], [-0.042, -0.145, -0.256], [0.117, -0.046, 0.113], [-0.369, 0.153, -0.117], [-0.019, -0.005, 0.163], [-0.441, -0.341, 0.816], [0.922, -0.640, -1.542], [-0.315, 1.728, 0.731], [0.018, -2.678, 0.828], [-1.435, 1.304, -0.861], [3.564, 0.217, -0.412], [-1.399, -0.666, 1.350], [-0.021, 0.232, -1.315], [-0.908, -1.266, 1.263], [3.883, 4.333, -0.782], [-1.087, -1.750, -0.150], [-0.287, -0.116, -0.150], [0.326, -0.422, -0.446], [0.310, 0.364, 0.034], [-0.476, -0.118, -0.302], [-0.140, -0.197, 0.280], [0.282, -0.085, -0.300], [-0.218, 0.423, -0.685], [-0.248, -0.272, -0.394], [-0.251, -0.025, -0.005], [0.212, 0.088, 0.925], [-0.247, -0.226, -0.257], [-0.598, -0.195, 0.361], [-0.343, 0.374, 0.534], [-0.558, -0.069, 0.347], [0.098, 0.285, -0.383], [-0.294, 0.067, 0.628], [0.580, 0.268, -0.414], [-0.352, -0.212, 0.242], [-0.582, -0.398, 0.057], [-0.418, -0.533, 1.005], [0.862, -1.104, -1.819], [-0.144, 1.362, 1.680], [0.212, -1.210, -0.057], [-0.062, -0.091, 0.346], [0.032, 1.040, -0.121], [-0.254, 0.080, -0.375], [-0.215, 0.532, -0.336], [0.063, 0.066, 0.367], [-0.082, -0.159, -0.682], [0.714, -0.436, 1.166], [-1.412, 0.974, -1.668], [-0.382, 0.280, 0.520], [-0.091, -0.102, 0.209], [0.004, 0.020, -0.203], [-0.052, -0.304, -0.371], [1.112, -0.042, 0.462], [0.255, -0.020, 0.336], [-0.311, -0.196, 0.329], [0.222, -0.182, -0.736], [-0.345, -0.493, -0.926], [1.446, 0.262, 0.736], [-2.382, 0.721, -0.447], [0.975, -0.061, 1.115], [0.090, 0.143, -0.038], [-0.099, 0.029, 0.395], [-0.205, 0.014, -0.605], [-0.060, -0.589, -0.012], [0.836, 0.299, -0.197], [-0.305, -0.331, -0.024], [-0.595, -0.688, -1.623], [0.065, 1.443, 2.288], [0.572, 0.191, 0.143], [-0.235, -0.732, 0.130], [0.385, -0.246, -1.084], [-0.492, 0.343, 0.710], [-0.013, 0.638, -0.477], [0.133, -0.761, 0.024], [-0.018, -0.006, 0.017], [0.174, -0.150, -0.179], [-0.345, 0.039, 1.831], [1.071, 2.250, -0.481], [0.773, -1.740, 0.396], [0.138, 0.554, -0.306], [-0.062, 0.049, -0.206], [-0.264, -0.053, -0.447], [0.134, -0.478, -0.329], [-0.054, -0.319, -1.024], [-0.762, -0.471, 0.786], [-0.640, 0.173, -0.199], [-0.008, 0.334, 0.176], [-0.042, -0.379, -0.884], [0.844, 0.034, -0.170], [-1.064, 0.041, -0.506], [0.148, -0.363, 0.174], [0.050, 0.340, 0.350], [-0.282, -0.169, -0.119], [0.117, -0.172, 0.424], [0.118, 0.438, 0.518], [0.152, -0.089, 0.024]]}